# 1
Computed, not measured: a molecular structure, F2H4NNa3O6S2 at a distorted geometry, with ωB97M-V with the def2-TZVPD basis set.

Positions of all 18 atoms, in Å:
1 Na -0.431 -2.215 -2.241
2 Na -3.462 -1.001 -1.997
3 Na -3.227 2.250 2.628
4 N -1.454 -0.645 -0.906
5 S -1.790 -0.828 0.768
6 O -2.805 0.047 1.383
7 O -0.619 -1.204 1.520
8 F -2.668 -2.204 0.534
9 S -0.581 0.576 -0.562
10 O 0.757 0.337 -0.053
11 O -1.267 1.804 -0.258
12 F -0.150 0.917 -2.081
13 O 2.833 -1.819 0.414
14 H 2.221 -1.083 0.440
15 H 3.075 -1.897 -0.509
16 O 3.378 2.449 -0.011
17 H 2.442 2.511 0.178
18 H 3.748 2.005 0.752

As for the multiplicity: 2. As for the expectation value of S²: 0.7526. The value obtained for the largest force on an atom is 6.96 eV/Å. The charge is +1. The HOMO-LUMO gap (alpha / beta) comes out at 0.149 / 0.312 Ha. The LUMO energy (alpha / beta) is -4.25 / -4.30 eV. The energy comes out at -1991.351853 hartree.



# 2
Computed, not measured: a molecular structure, C54H36Cl5N4O2P2Se2TeTl, with ωB97M-V with the def2-TZVPD basis set.

Positions of all 107 atoms, in Å:
1 Tl -2.024 -0.293 1.521
2 Se 0.738 1.188 -4.685
3 P 2.050 0.679 -3.119
4 C 3.234 1.997 -2.708
5 C 4.555 1.714 -2.368
6 C 5.435 2.748 -2.070
7 C 4.998 4.065 -2.104
8 C 3.678 4.350 -2.430
9 C 2.799 3.322 -2.738
10 C 3.082 -0.773 -3.526
11 C 3.315 -0.999 -4.882
12 C 4.135 -2.042 -5.293
13 C 4.723 -2.878 -4.354
14 C 4.496 -2.661 -3.003
15 C 3.684 -1.613 -2.584
16 C 1.189 0.345 -1.566
17 C -0.056 0.714 -1.049
18 N -0.122 0.099 0.147
19 N 0.980 -0.577 0.374
20 N 1.800 -0.428 -0.641
21 P -1.459 1.756 -1.494
22 Se -2.726 2.043 0.241
23 C -0.893 3.393 -1.983
24 C -0.291 4.167 -0.988
25 C 0.175 5.438 -1.286
26 C 0.021 5.949 -2.570
27 C -0.591 5.186 -3.555
28 C -1.042 3.906 -3.266
29 C -2.427 0.954 -2.776
30 C -2.200 -0.387 -3.069
31 C -3.039 -1.055 -3.950
32 C -4.096 -0.382 -4.548
33 C -4.326 0.957 -4.255
34 C -3.501 1.625 -3.362
35 H 4.905 0.689 -2.348
36 H 6.465 2.523 -1.820
37 H 5.689 4.869 -1.879
38 H 3.333 5.377 -2.460
39 H 1.779 3.546 -3.029
40 H 2.839 -0.360 -5.615
41 H 4.305 -2.205 -6.351
42 H 5.354 -3.699 -4.675
43 H 4.951 -3.310 -2.264
44 H 3.510 -1.452 -1.530
45 H -0.192 3.773 0.019
46 H 0.646 6.034 -0.513
47 H 0.380 6.945 -2.804
48 H -0.709 5.581 -4.556
49 H -1.497 3.308 -4.041
50 H -1.360 -0.906 -2.624
51 H -2.858 -2.100 -4.176
52 H -4.746 -0.904 -5.240
53 H -5.159 1.478 -4.712
54 H -3.714 2.654 -3.098
55 O -4.733 1.115 4.571
56 C -3.872 0.520 3.943
57 O -3.020 1.023 3.123
58 C -3.761 -0.988 4.179
59 C -4.628 -1.617 5.101
60 C -4.545 -2.963 5.258
61 C -3.595 -3.709 4.516
62 C -3.457 -5.114 4.634
63 C -2.519 -5.781 3.900
64 C -1.669 -5.067 3.022
65 C -1.781 -3.713 2.893
66 C -2.759 -3.007 3.632
67 N -2.874 -1.647 3.482
68 H -5.337 -1.000 5.630
69 H -5.203 -3.484 5.944
70 H -4.107 -5.648 5.318
71 H -2.417 -6.855 3.994
72 H -0.924 -5.601 2.444
73 H -1.122 -3.169 2.229
74 Cl -0.763 -2.948 -0.437
75 C -2.486 -2.738 -0.503
76 C -3.109 -1.761 0.264
77 C -4.491 -1.677 0.197
78 Cl -5.337 -0.495 1.137
79 C -5.240 -2.519 -0.628
80 Cl -6.955 -2.388 -0.694
81 C -4.589 -3.468 -1.410
82 Cl -5.489 -4.495 -2.457
83 C -3.205 -3.583 -1.345
84 Cl -2.387 -4.750 -2.316
85 Te 0.055 0.757 3.501
86 C 1.385 -0.604 4.388
87 C 1.648 -1.842 3.813
88 C 2.578 -2.689 4.404
89 C 3.239 -2.300 5.561
90 C 2.968 -1.063 6.136
91 C 2.035 -0.211 5.556
92 C 1.537 1.830 2.466
93 C 2.623 1.206 1.867
94 C 3.575 1.976 1.215
95 C 3.442 3.359 1.155
96 C 2.355 3.980 1.757
97 C 1.399 3.215 2.421
98 H 1.142 -2.139 2.902
99 H 2.788 -3.652 3.954
100 H 3.964 -2.962 6.018
101 H 3.480 -0.761 7.040
102 H 1.822 0.750 6.007
103 H 2.716 0.128 1.885
104 H 4.417 1.490 0.737
105 H 4.186 3.951 0.633
106 H 2.250 5.059 1.715
107 H 0.555 3.697 2.901

As for the multiplicity: 1. Its energy above the lowest of the compared OMol25 structures with the same formula, charge and spin is 0.0 kJ/mol. The value obtained for the largest force on an atom is 0.50 eV/Å. The HOMO-LUMO gap comes out at 0.281 Ha. The LUMO energy is -0.45 eV. The energy comes out at -10675.986906 hartree.



# 3
Computed, not measured: a single C14H13N3O3 molecule at a distorted geometry, with ωB97M-V with the def2-TZVPD basis set.

Positions of all 33 atoms, in Å:
1 O -5.650 -1.398 0.074
2 N -4.985 -0.388 0.158
3 O -5.422 0.708 0.434
4 C -3.567 -0.499 -0.091
5 C -3.038 -1.724 -0.483
6 C -1.682 -1.819 -0.730
7 C -0.866 -0.709 -0.581
8 C -1.399 0.514 -0.178
9 C -0.518 1.696 0.011
10 N 0.547 1.789 0.707
11 C 1.075 0.702 1.484
12 C 2.156 -0.047 0.740
13 C 2.283 -1.423 0.879
14 C 3.275 -2.108 0.201
15 C 4.148 -1.426 -0.630
16 C 4.026 -0.054 -0.775
17 C 3.038 0.632 -0.091
18 N -0.996 2.846 -0.550
19 O -0.119 3.941 -0.533
20 C -2.762 0.621 0.064
21 H -3.696 -2.573 -0.590
22 H -1.255 -2.759 -1.041
23 H 0.191 -0.786 -0.787
24 H 0.297 -0.004 1.806
25 H 1.520 1.155 2.379
26 H 1.600 -1.960 1.523
27 H 3.365 -3.178 0.319
28 H 4.919 -1.962 -1.163
29 H 4.704 0.484 -1.420
30 H 2.939 1.701 -0.201
31 H -1.494 2.812 -1.429
32 H 0.565 3.660 0.111
33 H -3.201 1.555 0.382

As for the multiplicity: 1. Its energy above the lowest of the compared OMol25 structures with the same formula, charge and spin is 487.7 kJ/mol. The value obtained for the largest force on an atom is 1.27 eV/Å. The HOMO-LUMO gap comes out at 0.301 Ha. The LUMO energy is -0.78 eV. The SMILES is O=[N+]([O-])c1cccc(/C(=N\Cc2ccccc2)NO)c1. The energy comes out at -931.136158 hartree.



# 4
Computed, not measured: a single C5H7NO molecule at a distorted geometry, with ωB97M-V with the def2-TZVPD basis set.

Positions of all 14 atoms, in Å:
1 C 1.282 -0.306 -0.825
2 C 0.214 -0.646 0.216
3 C -0.986 0.313 0.187
4 C -0.657 1.628 0.860
5 O 0.410 1.887 1.364
6 C -0.740 -2.258 -0.803
7 N -0.187 -2.169 0.251
8 H 2.045 -1.086 -0.858
9 H 1.759 0.631 -0.517
10 H 0.880 -0.179 -1.838
11 H 0.656 -0.602 1.198
12 H -1.348 0.532 -0.831
13 H -1.846 -0.116 0.715
14 H -1.482 2.370 0.881

As for the multiplicity: 1. Its energy above the lowest of the compared OMol25 structures with the same formula, charge and spin is 263.8 kJ/mol. The value obtained for the largest force on an atom is 1.81 eV/Å. The HOMO-LUMO gap comes out at 0.407 Ha. The LUMO energy is 0.71 eV. The energy comes out at -324.623973 hartree.



# 5
Computed, not measured: a molecular structure, AgH28O18P at a distorted geometry, with ωB97M-V with the def2-TZVPD basis set.

Positions of all 48 atoms, in Å:
1 Ag 15.916 7.298 -14.618
2 P 16.605 4.964 -15.702
3 O 15.419 5.120 -14.813
4 O 17.087 5.488 -14.423
5 O 15.552 6.004 -16.313
6 O 17.285 6.218 -16.102
7 O 13.462 6.647 -14.837
8 H 13.179 6.872 -15.723
9 H 14.283 6.064 -14.949
10 O 18.584 6.745 -18.034
11 H 18.059 6.536 -17.182
12 H 18.870 7.663 -17.959
13 O 17.469 7.056 -12.754
14 H 17.938 7.557 -13.396
15 H 17.359 6.319 -13.459
16 O 13.679 6.945 -17.418
17 H 14.497 6.611 -16.892
18 H 13.024 6.228 -17.517
19 O 16.730 2.059 -15.602
20 H 15.940 1.830 -16.101
21 H 16.499 1.919 -14.687
22 O 16.187 8.441 -16.717
23 H 16.424 7.448 -16.645
24 H 15.892 8.476 -17.653
25 O 13.718 4.238 -16.806
26 H 14.403 4.844 -16.463
27 H 13.098 4.232 -16.067
28 O 14.485 3.022 -14.078
29 H 14.387 2.966 -13.123
30 H 14.798 3.937 -14.349
31 O 19.566 5.457 -14.347
32 H 18.587 5.475 -14.425
33 H 19.840 5.849 -15.169
34 O 15.849 5.709 -18.711
35 H 16.727 6.137 -18.805
36 H 15.603 5.877 -17.769
37 O 18.519 8.209 -15.031
38 H 18.086 7.447 -15.466
39 H 17.999 8.910 -15.384
40 O 15.030 5.839 -12.527
41 H 15.888 6.027 -12.121
42 H 15.156 5.455 -13.486
43 O 18.203 3.420 -17.654
44 H 18.629 2.640 -17.307
45 H 17.635 3.176 -18.388
46 O 17.418 3.811 -12.601
47 H 17.376 4.336 -11.809
48 H 17.201 4.445 -13.374

As for the multiplicity: 1. Its energy above the lowest of the compared OMol25 structures with the same formula, charge and spin is 110.6 kJ/mol. The value obtained for the largest force on an atom is 14.06 eV/Å. The charge is -2. The HOMO-LUMO gap comes out at 0.225 Ha. The LUMO energy is 4.61 eV. The energy comes out at -1858.901545 hartree.



# 6
Computed, not measured: 15 unconnected molecules or ions with the total composition C4H41N3O14 at a distorted geometry, with ωB97M-V with the def2-TZVPD basis set.

Positions of all 62 atoms, in Å:
1 C 1.311 1.553 2.861
2 N 1.934 1.144 1.552
3 C 2.635 2.271 0.928
4 N 1.718 3.319 0.305
5 C 0.244 0.610 3.479
6 N -1.054 0.695 2.902
7 C -2.170 0.704 3.819
8 H 0.777 2.522 2.999
9 H 2.240 1.581 3.450
10 H 1.173 0.638 1.067
11 H 3.154 2.755 1.823
12 H 3.274 1.993 0.111
13 H 1.574 3.963 1.115
14 H 0.820 2.962 0.051
15 H 0.684 -0.481 3.501
16 H 0.239 0.896 4.580
17 H -1.201 0.087 2.121
18 H -2.704 -0.208 3.805
19 H -1.854 0.940 4.837
20 H -2.854 1.548 3.736
21 H 0.441 -5.182 -0.759
22 H 1.096 -3.804 -0.156
23 O 0.472 -4.202 -0.826
24 H -2.810 0.914 -2.502
25 H -2.770 0.579 -4.025
26 O -3.101 1.205 -3.365
27 H -2.171 -0.807 -0.021
28 H -1.972 0.656 0.356
29 O -2.164 0.070 -0.376
30 H 2.328 3.806 -1.950
31 H 1.566 3.791 -3.331
32 O 2.195 3.314 -2.770
33 H 0.881 -2.932 -4.258
34 H 0.563 -3.539 -3.001
35 O 0.194 -3.506 -3.907
36 H -4.708 -1.201 -1.234
37 H -5.128 0.095 -1.543
38 O -5.227 -0.524 -0.783
39 H 2.033 1.516 -1.504
40 H 0.838 1.968 -2.239
41 O 1.150 1.197 -1.733
42 H -2.045 2.931 0.050
43 H -1.603 2.553 -1.468
44 O -1.345 2.868 -0.603
45 H -2.758 -2.234 -3.695
46 H -1.421 -1.793 -3.643
47 O -2.281 -1.401 -3.854
48 H 1.972 -2.860 3.445
49 H 1.165 -2.978 2.390
50 O 1.095 -2.504 3.232
51 H 3.910 -2.028 1.347
52 H 2.694 -1.532 0.796
53 O 3.020 -2.351 1.174
54 H 1.255 -1.665 -1.189
55 H 0.281 -0.617 -0.670
56 O 1.039 -1.188 -0.375
57 H -0.978 -1.989 2.089
58 H -0.240 -1.879 0.575
59 O -1.033 -1.929 1.134
60 H 1.364 -0.136 -2.770
61 H 0.769 -1.174 -3.841
62 O 1.494 -0.998 -3.242

As for the multiplicity: 1. Its energy above the lowest of the compared OMol25 structures with the same formula, charge and spin is 229.2 kJ/mol. The value obtained for the largest force on an atom is 3.82 eV/Å. The HOMO-LUMO gap comes out at 0.318 Ha. The LUMO energy is 0.13 eV. The energy comes out at -1394.541544 hartree.